[1]
2 unconnected molecules or ions with the total composition C5H11N3O in a non-equilibrium geometry. Source: OMol25; level of theory: ωB97M-V/def2-TZVPD.

```
20
Properties=species:S:1:pos:R:3:forces:R:3:mulliken_charge:R:1
C 1.013 1.672 -1.002 -1.17 0.40 0.16 -1.198
C 1.207 0.268 -0.530 3.14 -0.84 0.51 0.977
C 2.139 0.150 0.765 -0.56 0.55 -1.42 -0.382
C 2.975 -0.872 0.906 -0.50 -0.11 -0.21 -0.589
O 1.118 -0.713 -1.252 -0.79 0.56 0.54 -0.688
H 2.348 1.084 1.275 -0.26 -0.02 0.15 0.327
H 0.815 1.702 -2.074 0.16 -0.12 0.03 0.307
H 0.090 2.008 -0.502 0.70 0.16 -0.30 0.268
H 1.829 2.332 -0.727 0.27 -0.10 -0.01 0.406
H 3.852 -0.849 1.536 -0.14 0.09 0.33 0.268
H 2.811 -1.783 0.347 0.04 -0.01 -0.22 0.259
C -1.994 -0.403 0.200 -1.01 1.50 -1.74 0.389
N -3.334 -0.466 0.545 -0.04 -0.36 0.40 -0.448
N -1.530 -1.504 -0.441 0.50 -0.31 0.42 -0.310
N -1.336 0.713 0.153 -0.01 -1.18 0.75 -0.520
H -3.740 -1.383 0.648 -0.05 0.13 0.20 0.203
H -3.674 0.242 1.175 0.05 -0.19 -0.01 0.234
H -0.634 -1.412 -0.905 -0.16 -0.13 0.05 0.224
H -2.117 -2.291 -0.658 0.05 0.21 0.13 0.171
H -1.838 1.505 0.539 -0.23 -0.23 0.23 0.104
```
Positions in Å, forces in eV/Å.

The value obtained for the LUMO energy is 0.9 eV. As for the spin multiplicity: 1. Its SMILES is C=CC(C)=O.N=C(N)N. The calculation puts the energy relative to the best compared isomer or geometry (same formula, charge and spin) at 159.2 kJ/mol. The gap between HOMO and LUMO comes out at 9.7 eV. Its strongest force on any atom is 3.29 eV/A. For the HOMO energy, the calculation gives -8.803 eV. Its charge is 0.


[2]
2 unconnected molecules or ions with the total composition C22H30IN4O8PS in a non-equilibrium geometry. Source: OMol25; level of theory: ωB97M-V/def2-TZVPD.

```
67
Properties=species:S:1:pos:R:3:forces:R:3:mulliken_charge:R:1
C -4.164 -3.239 2.848 -0.15 0.35 -0.05 0.098
C -4.693 -2.605 1.966 0.11 0.58 -0.02 -0.603
C -5.242 -1.636 0.954 0.66 -0.17 0.23 -0.555
C -4.453 -1.685 -0.409 -0.62 0.05 0.74 -1.095
C -3.037 -1.111 -0.162 0.16 -0.53 1.09 0.141
N -2.059 -1.302 -1.261 -1.24 0.27 -1.80 0.262
P -2.701 -1.908 -2.778 0.09 -2.04 -0.38 0.369
O -2.845 -3.380 -2.740 -0.18 0.45 0.18 -0.620
C -0.735 -1.066 -1.224 1.00 0.18 0.03 0.657
N 0.103 -1.312 -2.271 0.25 0.62 1.50 -0.569
C 1.329 -0.915 -1.847 -2.00 -0.69 -1.23 0.482
C 2.417 -1.064 -2.906 0.76 -0.55 0.43 -1.196
C 3.880 -0.985 -2.468 1.55 1.18 0.01 0.258
C 4.542 -2.003 -1.725 -0.73 0.37 -0.43 -0.178
C 5.880 -1.881 -1.323 -0.44 0.13 -0.12 -0.587
C 6.626 -0.731 -1.658 -0.62 -0.31 -0.16 -0.501
C 6.020 0.278 -2.423 -0.20 -0.88 0.39 -0.484
C 4.662 0.156 -2.828 0.03 0.55 0.10 0.912
C 4.110 1.350 -3.637 0.07 -0.20 -0.16 -1.844
N 1.248 -0.448 -0.588 1.87 -0.41 -1.12 -0.042
C 2.398 0.090 0.143 0.63 0.41 0.60 -0.978
C 2.837 1.455 -0.483 -0.02 -0.51 0.06 0.243
O 2.216 1.987 -1.341 0.11 -0.03 0.21 -0.418
I 4.649 2.330 0.321 -0.63 -0.37 -0.04 0.102
N -0.046 -0.562 -0.179 -0.80 -0.05 0.19 0.481
C -0.353 -0.093 1.165 0.52 1.44 2.01 -1.231
C -0.315 1.482 1.260 0.23 -0.46 -1.39 0.390
C -1.704 2.147 1.107 0.70 0.84 1.14 -1.398
C -2.548 1.972 2.416 0.17 0.72 -1.56 -0.415
S -4.166 2.796 2.126 -1.57 -0.84 1.31 1.170
O -4.528 3.553 3.279 0.77 0.53 -0.37 -0.646
O -5.129 1.782 1.753 0.81 0.02 -0.90 -0.640
O -4.046 3.838 0.877 0.40 -0.83 0.70 -0.510
H -3.712 -3.704 3.717 -0.31 0.11 -0.70 0.421
H -5.126 -0.609 1.361 -0.25 -0.53 -0.03 0.087
H -6.324 -1.809 0.796 0.64 0.01 -0.03 0.434
H -5.030 -1.042 -1.102 0.37 -0.53 0.14 0.503
H -4.446 -2.749 -0.717 0.21 0.70 -0.27 0.462
H -3.114 -0.041 0.113 0.00 -0.50 -0.22 -0.238
H -2.639 -1.666 0.717 -0.28 0.37 -0.50 0.293
H -1.847 -1.593 -3.855 -0.06 0.80 0.61 0.104
H -3.941 -1.266 -3.056 0.66 0.35 0.49 0.099
H 2.183 -0.352 -3.722 0.14 -0.32 0.65 0.337
H 2.271 -2.067 -3.364 -0.24 0.56 0.46 0.488
H 3.937 -2.893 -1.482 0.57 0.34 0.03 0.388
H 6.321 -2.696 -0.735 -0.11 0.46 -0.29 0.383
H 7.662 -0.662 -1.304 -0.47 0.13 -0.28 0.388
H 6.609 1.173 -2.677 -0.51 -0.46 0.04 0.388
H 4.475 2.321 -3.240 -0.09 -0.68 -0.14 0.365
H 4.454 1.269 -4.691 -0.24 0.08 0.59 0.421
H 3.009 1.416 -3.635 0.56 -0.05 -0.03 0.332
H 3.207 -0.668 0.095 -0.30 0.69 -0.07 0.512
H 2.226 0.286 1.221 -0.31 -0.23 -0.49 0.613
H 0.433 -0.480 1.852 -0.59 0.09 -0.36 0.215
H -1.304 -0.424 1.599 0.40 -0.42 -0.76 0.479
H 0.242 1.790 2.169 -0.58 -0.29 -0.21 0.279
H 0.280 1.810 0.375 -0.27 0.01 0.64 0.080
H -1.522 3.239 1.003 -0.12 -0.67 -0.06 0.554
H -2.243 1.850 0.184 0.28 -0.15 0.54 0.356
H -2.073 2.471 3.284 -0.23 -0.39 -0.49 0.462
H -2.735 0.901 2.605 -0.33 0.63 0.20 0.340
H -4.233 3.344 0.062 -0.06 0.11 0.16 0.367
C 0.687 0.758 5.149 0.29 -0.60 0.31 0.643
O 0.743 0.092 6.199 0.18 -0.09 -0.37 -0.748
O -0.122 1.895 5.277 -0.14 -0.06 0.09 -0.475
O 1.217 0.575 4.037 -0.11 0.06 -0.75 -0.689
H -0.345 1.719 6.206 -0.38 0.64 -0.07 0.303
```
Positions in Å, forces in eV/Å.

The value obtained for the LUMO energy is -0.8 eV. As for the spin multiplicity: 1. The gap between HOMO and LUMO comes out at 6.6 eV. Its strongest force on any atom is 2.53 eV/A. For the HOMO energy, the calculation gives -7.429 eV. Its charge is 0.


[3]
2 unconnected molecules or ions with the total composition C12H17F4N3O2Si in a non-equilibrium geometry. Source: OMol25; level of theory: ωB97M-V/def2-TZVPD.

```
39
Properties=species:S:1:pos:R:3:forces:R:3:mulliken_charge:R:1
C 5.199 -0.221 0.330 -6.83 6.29 -4.72 -0.334
C 4.402 0.733 -0.373 4.20 -7.25 4.89 -0.177
C 3.220 1.547 -1.206 1.53 -0.01 0.67 -0.461
C 1.705 1.297 -0.631 -2.05 -0.56 0.57 0.264
N 0.629 0.430 -1.255 0.27 4.89 6.63 0.067
C -0.533 0.637 -0.310 3.17 2.57 2.09 0.156
Si -2.347 -0.015 -0.307 -2.57 -0.82 0.32 0.098
C -2.885 -0.167 -2.166 0.79 0.29 -0.74 -0.872
C -2.631 -1.615 0.732 -0.64 -1.21 0.53 -0.574
C -3.416 1.396 0.544 1.28 1.11 0.23 -0.800
N -0.216 1.568 0.840 1.02 -3.65 -5.96 -0.574
N 1.101 1.931 0.603 1.63 -2.63 -3.50 0.558
C 1.640 2.911 1.621 0.34 -0.40 1.60 0.649
F 3.072 3.255 1.465 -4.75 -1.43 0.29 -0.254
F 1.422 2.266 2.968 1.03 2.43 -4.55 -0.268
C 0.745 4.301 1.441 -0.71 1.08 0.10 0.140
F 0.398 4.426 -0.007 0.80 -0.55 4.28 -0.254
F -0.478 4.291 2.278 3.86 -0.18 -2.94 -0.215
H 5.601 -1.116 1.010 -0.83 2.69 -1.95 0.347
H 3.482 2.698 -1.117 -0.78 -2.44 -0.10 0.278
H 3.346 1.252 -2.344 -0.71 0.44 2.49 0.368
H 0.608 -0.158 -2.117 0.38 0.51 1.08 0.297
H -4.054 -0.343 -2.270 2.66 0.30 0.11 0.299
H -2.240 -1.035 -2.631 -1.61 1.46 0.72 0.289
H -2.546 0.831 -2.723 -1.01 -2.04 1.05 0.261
H -2.207 -2.602 0.239 -0.51 1.98 1.03 0.090
H -2.286 -1.506 1.859 -0.52 -0.23 -2.40 0.284
H -3.812 -1.774 0.784 2.36 0.53 -0.19 0.249
H -4.565 1.180 0.509 2.30 0.47 0.04 0.298
H -3.017 1.541 1.659 -1.12 -0.30 -2.34 0.237
H -3.107 2.388 -0.043 -1.10 -1.88 1.33 0.209
H 1.430 5.238 1.721 -1.85 -2.12 -0.60 0.286
C 0.765 -5.494 0.077 0.65 -0.24 0.26 -0.914
C -0.251 -4.510 -0.478 -0.67 -0.53 -0.16 0.631
O 0.165 -3.326 -0.616 -0.49 0.53 -0.24 -0.691
O -1.385 -5.006 -0.731 0.71 1.04 0.11 -0.723
H 1.724 -5.006 0.275 -0.11 -0.03 -0.03 0.262
H 0.394 -5.921 1.013 -0.02 -0.08 -0.16 0.249
H 0.930 -6.302 -0.642 -0.12 -0.01 0.14 0.244
```
Positions in Å, forces in eV/Å.

The value obtained for the LUMO energy is -2.4 eV. As for the spin multiplicity: 1. The gap between HOMO and LUMO comes out at 4.3 eV. Its strongest force on any atom is 10.41 eV/A. For the HOMO energy, the calculation gives -6.650 eV. Its charge is 0.